# 1
C7H13NO | ωB97M-V/def2-TZVPD

Its SMILES is CN=C(C)C.CC=C=O. The charge is 0. The calculation puts the LUMO energy at 0.86 eV. The energy relative to the best compared isomer or geometry (same formula, charge and spin) comes out at 41.9 kcal/mol. As for the HOMO energy: -8.6 eV. As for the multiplicity: 1. The calculation puts the total energy at -11005.937 eV. As for the molar mass: 127.19 g/mol.

Each line ends with the Löwdin charge.
Cartesian coordinates (Å):
C  1.57  1.22  -0.05  -0.137
C  0.62  -2.33  0.56  -0.053
C  0.79  -0.39  2.21  -0.034
C  0.93  -0.88  0.80  -0.451
N  1.27  -0.18  -0.19  0.006
H  0.71  1.78  0.34  0.077
H  2.41  1.39  0.63  0.079
H  1.83  1.61  -1.03  0.067
H  0.75  -2.57  -0.49  0.073
H  1.28  -2.95  1.16  0.078
H  0.58  -1.21  2.89  0.076
H  -0.40  -2.54  0.86  0.079
H  -0.02  0.34  2.27  0.072
H  1.71  0.11  2.53  0.080
C  -1.63  1.28  -2.41  -0.093
C  -1.73  0.25  -1.33  -0.164
C  -2.05  0.49  -0.11  -0.231
O  -2.35  0.71  1.00  0.150
H  -1.45  -0.76  -1.59  0.111
H  -0.61  1.34  -2.78  0.068
H  -2.28  1.02  -3.25  0.070
H  -1.92  2.26  -2.04  0.076

# 2
C4H2N2 | ωB97M-V/def2-TZVPD

The charge is 0. The calculation puts the LUMO energy (spin up / spin down) at -0.67 / -0.24 eV. The energy relative to the best compared isomer or geometry (same formula, charge and spin) comes out at 93.1 kcal/mol. As for the HOMO energy (spin up / spin down): -8.1 / -8.5 eV. As for the multiplicity: 1. The calculation puts the total energy at -7154.874 eV. As for the molar mass: 78.07 g/mol.

Each line ends with the Löwdin charge.
Cartesian coordinates (Å):
C  0.67  -0.68  -0.01  -0.025
C  0.78  0.68  0.01  -0.154
C  -0.85  -1.26  0.00  0.004
C  -1.40  0.61  -0.01  -0.129
N  -0.41  1.34  0.00  0.096
N  -1.96  -0.55  0.01  0.036
H  1.47  -1.38  -0.03  0.068
H  1.70  1.24  0.03  0.105

# 3
C4H14N3 | ωB97M-V/def2-TZVPD

The charge is +1. The calculation puts the LUMO energy at -3.02 eV. The energy relative to the best compared isomer or geometry (same formula, charge and spin) comes out at 33.7 kcal/mol. As for the HOMO energy: -12.6 eV. As for the multiplicity: 1. The calculation puts the total energy at -8838.562 eV. As for the molar mass: 104.18 g/mol.

Each line ends with the Löwdin charge.
Cartesian coordinates (Å):
N  1.30  0.99  -0.16  0.158
C  1.45  0.96  1.40  -0.189
N  1.50  2.25  2.02  0.038
H  0.49  1.53  -0.45  0.144
H  2.15  1.38  -0.57  0.156
H  0.55  0.47  1.76  0.132
H  2.38  0.49  1.49  0.115
H  2.23  2.86  1.67  0.089
H  0.65  2.78  2.11  0.086
C  -2.90  -0.88  -0.41  -0.119
C  -1.51  -1.46  -0.36  -0.153
C  -0.57  -1.13  -1.30  -0.201
N  0.85  -1.49  -1.18  -0.021
H  -2.97  -0.01  -1.09  0.072
H  -3.69  -1.65  -0.65  0.099
H  -3.20  -0.49  0.60  0.084
H  -1.32  -2.18  0.43  0.103
H  -0.76  -0.41  -2.12  0.123
H  0.95  -2.30  -0.56  0.107
H  1.24  -1.71  -2.13  0.129
H  1.18  0.00  -0.51  0.049

# 4
C23H46F2O6Si2 | ωB97M-V/def2-TZVPD

Its SMILES is COCCCC[C@@]1(F)C[C@](CCCF)(CCCOC(C)=O)C(=O)O1.C[Si](C)(C)O[Si](C)(C)C. The charge is 0. The calculation puts the LUMO energy at 0.35 eV. As for the HOMO energy: -9.9 eV. As for the multiplicity: 1. The calculation puts the total energy at -58072.680 eV. As for the molar mass: 512.78 g/mol.

Each line ends with the Löwdin charge.
Cartesian coordinates (Å):
C  0.54  6.36  -0.06  -0.120
O  0.21  4.96  0.17  -0.243
C  -0.78  4.82  1.22  -0.222
C  -2.04  4.02  0.56  -0.155
C  -1.67  2.44  0.67  -0.185
C  -2.51  1.65  -0.45  -0.066
C  -3.17  0.33  0.14  -0.358
F  -3.27  -0.62  -0.97  -0.029
C  -2.41  -0.53  1.25  -0.040
C  -3.48  -1.61  1.77  -0.280
C  -3.96  -1.59  3.31  -0.117
C  -2.80  -1.30  4.38  -0.160
C  -2.43  0.25  4.57  -0.184
F  -2.87  0.81  5.81  -0.094
C  -3.02  -3.08  1.26  -0.109
C  -1.68  -3.57  2.02  -0.149
C  -1.09  -4.94  1.44  -0.160
O  0.04  -5.31  2.31  -0.090
C  1.21  -4.54  1.96  -0.400
C  1.68  -3.25  2.77  -0.004
O  1.88  -4.96  0.99  0.065
C  -4.80  -1.01  1.02  -0.299
O  -5.86  -1.62  0.84  0.114
O  -4.53  0.36  0.62  0.049
H  -0.08  6.70  -0.97  0.101
H  0.39  7.04  0.84  0.089
H  1.66  6.42  -0.33  0.098
H  -0.35  4.15  2.04  0.127
H  -1.20  5.80  1.62  0.119
H  -2.26  4.35  -0.50  0.117
H  -2.93  4.18  1.26  0.118
H  -0.54  2.29  0.54  0.119
H  -1.92  2.13  1.74  0.100
H  -3.29  2.32  -0.96  0.135
H  -1.79  1.34  -1.30  0.122
H  -1.71  -1.17  0.60  0.112
H  -1.68  -0.04  1.97  0.115
H  -4.86  -0.89  3.43  0.139
H  -4.34  -2.65  3.53  0.132
H  -3.20  -1.66  5.40  0.127
H  -1.85  -1.93  4.20  0.103
H  -1.28  0.32  4.48  0.122
H  -2.87  0.84  3.68  0.108
H  -3.91  -3.78  1.44  0.129
H  -2.86  -2.99  0.14  0.127
H  -1.97  -3.77  3.11  0.123
H  -0.92  -2.72  1.91  0.093
H  -1.89  -5.75  1.50  0.139
H  -0.75  -4.89  0.35  0.138
H  2.78  -3.02  2.48  0.101
H  1.09  -2.30  2.50  0.075
H  1.62  -3.36  3.90  0.091
O  3.54  -0.18  -2.54  -0.282
Si  4.76  0.13  -3.64  0.370
C  4.89  1.97  -3.96  -0.166
C  4.40  -0.74  -5.26  -0.165
C  6.42  -0.48  -3.00  -0.168
Si  1.90  0.04  -2.39  0.373
C  1.26  -0.63  -0.75  -0.156
C  0.99  -0.84  -3.77  -0.158
C  1.48  1.87  -2.47  -0.154
H  3.99  2.34  -4.45  0.022
H  5.75  2.18  -4.61  0.033
H  5.03  2.52  -3.02  0.035
H  4.25  -1.81  -5.10  0.035
H  5.24  -0.62  -5.96  0.034
H  3.51  -0.33  -5.74  0.021
H  6.40  -1.55  -2.82  0.032
H  6.68  0.02  -2.07  0.031
H  7.20  -0.27  -3.74  0.034
H  1.46  -1.70  -0.67  0.031
H  0.18  -0.47  -0.67  0.009
H  1.75  -0.12  0.09  0.035
H  1.24  -0.40  -4.74  0.024
H  -0.09  -0.77  -3.63  0.032
H  1.26  -1.90  -3.80  0.036
H  1.72  2.28  -3.46  0.025
H  2.04  2.43  -1.72  0.038
H  0.41  2.03  -2.29  0.018